(1)
ORCA calculation (ωB97M-V with the def2-TZVPD basis set) on C38H39BrN2O6SY as an isolated structure.

Geometry as XYZ:
```
88
Properties=species:S:1:pos:R:3:mulliken_charge:R:1
Y -1.55 -2.08 -0.95 0.03
Br -0.50 0.37 -2.62 -0.18
S -5.65 0.75 -0.74 -0.49
O -1.95 -2.80 1.23 -0.73
O -1.58 -4.39 2.79 -0.80
O 1.05 -7.86 0.05 -0.56
O 0.16 -1.06 -0.12 -0.27
O -0.48 -2.88 -2.84 -0.63
O 0.53 -4.60 -3.88 -0.76
N -3.24 -0.15 -0.57 0.67
N -0.60 -4.16 -0.58 0.72
C 1.07 -0.16 -0.32 0.01
C -3.43 3.73 0.86 -0.25
C -2.07 1.79 0.44 0.79
C 1.01 0.66 -1.46 0.75
C -1.27 4.29 2.90 -1.85
C -4.44 1.80 -0.08 0.74
C 0.04 -4.04 -2.91 0.24
C -3.66 -2.69 -1.72 1.00
C -3.20 1.14 -0.06 -1.40
C 3.90 -1.29 1.72 -1.86
C 3.06 1.11 0.22 -0.37
C -5.33 -4.26 -2.61 -0.89
C 2.17 0.09 0.55 -0.40
C 3.15 4.38 -1.30 -1.66
C 2.41 0.21 3.06 -1.81
C 0.58 -6.05 -1.40 -0.83
C -6.36 -3.35 -2.41 -0.72
C -6.06 -2.12 -1.87 -0.95
C -0.75 5.12 0.59 -1.82
C -4.02 -3.92 -2.28 -0.19
C 2.96 1.92 -0.91 -0.15
C 1.55 -1.90 2.11 -2.37
C 5.00 3.21 -0.13 -2.12
C 0.49 -6.64 -0.14 1.10
C -0.71 -4.72 0.62 -0.26
C 2.48 -0.72 1.83 2.49
C -0.98 3.87 1.45 2.69
C -4.56 3.10 0.38 -1.42
C -4.74 -1.80 -1.54 0.12
C -1.48 -3.91 1.67 0.36
C 1.90 1.66 -1.77 -0.25
C 0.02 -4.80 -1.57 0.13
C 0.30 3.04 1.44 -1.85
C -0.16 -5.96 0.89 -0.45
C 4.64 2.80 -2.55 -1.84
C 3.93 3.06 -1.22 1.89
C -4.43 -0.50 -0.96 1.02
C -2.18 3.09 0.90 -0.10
H 0.51 -1.60 2.23 0.34
H -1.61 5.80 0.61 0.39
H 5.32 3.62 -2.79 0.47
H 0.12 5.67 0.95 0.42
H -1.45 3.41 3.52 0.39
H 4.66 -0.50 1.63 0.30
H 3.82 5.21 -1.56 0.49
H -0.42 4.84 3.31 0.43
H 1.60 -2.65 1.31 0.37
H 3.89 1.29 0.90 0.26
H -2.15 4.93 2.97 0.38
H 5.65 4.06 -0.37 0.45
H 2.68 4.61 -0.34 0.28
H 4.13 -1.88 2.61 0.49
H -7.38 -3.61 -2.66 0.36
H 0.19 2.14 2.04 0.26
H 4.54 3.41 0.84 0.37
H -5.51 3.61 0.36 0.37
H -5.54 -5.23 -3.04 0.39
H 0.58 2.75 0.43 -0.01
H 2.37 4.33 -2.06 0.32
H 2.98 1.12 2.91 0.25
H -0.27 -6.37 1.89 0.45
H -3.25 -4.66 -2.47 0.38
H 1.12 3.62 1.86 0.71
H -6.85 -1.39 -1.70 0.34
H 2.81 -0.31 3.94 0.53
H 0.91 -8.13 0.96 0.30
H 1.76 2.22 -2.68 0.45
H 1.38 0.48 3.27 0.28
H 1.87 -2.38 3.04 0.58
H 1.07 -6.54 -2.23 0.59
H -0.57 4.83 -0.45 0.35
H 5.62 2.32 -0.05 0.37
H -3.53 4.75 1.22 0.39
H 3.91 2.72 -3.37 0.32
H -1.14 1.24 0.46 -0.08
H 5.21 1.87 -2.51 0.39
H 3.98 -1.93 0.84 0.39
```

**HOMO energy**: -5.32 eV
**ΔE to the lowest compared entry with this formula, charge and spin**: 0.558 eV
**Total charge**: -1
**HOMO-LUMO gap**: 7.566 eV
**LUMO level**: 2.2 eV



(2)
ORCA calculation (ωB97M-V with the def2-TZVPD basis set) on a 2-piece molecular cluster, C10H16O overall.

Geometry as XYZ:
```
27
Properties=species:S:1:pos:R:3:mulliken_charge:R:1
O 1.60 -1.86 -1.02 -0.49
C 0.67 -1.74 1.33 -0.49
C -0.50 -1.46 2.04 -0.64
C 0.64 -1.68 -0.04 0.34
C -1.59 -0.88 1.37 0.82
C 0.78 3.01 -2.63 -1.03
C 1.13 2.21 -0.26 -0.86
C 1.63 3.07 -1.40 -0.18
C -0.54 -1.31 -0.71 -0.29
C -1.64 -0.85 -0.05 -0.70
C -2.76 -0.19 2.08 -1.41
H -2.56 -0.51 -0.51 0.38
H -0.58 -1.35 3.11 0.36
H -3.53 -0.90 2.39 0.32
H 0.10 2.39 0.06 0.33
H 1.49 4.06 -0.91 0.18
H 1.15 1.08 -0.39 -0.01
H -0.38 -1.22 -1.78 0.39
H -0.15 3.58 -2.73 0.35
H 2.35 -2.41 -0.76 0.31
H 2.71 3.06 -1.55 0.35
H 0.40 2.04 -2.92 0.27
H 1.38 3.53 -3.41 0.28
H 1.78 2.29 0.62 0.36
H -3.24 0.56 1.46 0.37
H -2.28 0.41 2.86 0.37
H 1.63 -1.99 1.77 0.35
```

**HOMO energy**: -8.35 eV
**ΔE to the lowest compared entry with this formula, charge and spin**: 1.944 eV
**HOMO-LUMO gap**: 9.169 eV
**LUMO level**: 0.8 eV



(3)
ORCA calculation (ωB97M-V with the def2-TZVPD basis set) on C37H44BCl3IrN7OS8 as an isolated structure.

Geometry as XYZ:
```
102
Properties=species:S:1:pos:R:3:mulliken_charge:R:1
Ir -0.20 -0.57 1.67 1.04
Cl 4.60 -2.15 7.09 -0.28
Cl -0.69 -1.11 6.76 -0.25
Cl 2.34 -1.36 2.26 0.03
S 0.52 1.76 2.55 -0.34
S 4.93 -4.92 -4.69 -0.25
S 3.42 -3.96 -2.32 0.10
S 2.50 -6.29 -3.73 -0.09
S -2.75 0.39 1.27 -0.24
S 1.89 -0.50 -1.74 -0.34
S 1.37 -4.10 -0.22 0.14
S 0.22 -6.93 -2.03 -0.13
O -0.22 -1.02 3.88 -1.05
N -3.26 3.07 0.94 0.44
N -0.20 1.22 -2.00 0.44
N 1.05 2.33 -0.06 1.09
N -1.47 2.39 -0.11 0.92
N -0.75 -2.09 0.73 -0.47
N 2.73 2.85 1.23 0.48
N 0.17 0.07 -3.83 0.74
C 1.95 -1.63 6.73 -0.73
C 0.61 0.26 -2.54 -0.16
C -2.72 4.17 0.27 -0.47
C 0.49 -2.34 -4.19 -1.20
C -3.77 -3.86 -0.41 -0.75
C -0.12 -0.87 -6.09 -2.27
C -0.89 0.95 -4.08 -0.42
C 2.15 -1.46 3.99 0.58
C -1.21 -5.83 -2.04 -0.16
C -4.51 3.11 1.76 1.22
C 1.55 -5.85 -2.36 0.19
C -1.10 1.66 -2.96 -1.17
C 1.99 -4.74 -1.63 -0.22
C 0.85 -1.27 4.54 -0.19
C -2.87 -2.59 -2.23 -0.66
C 3.28 -1.73 4.74 -0.78
C 1.47 2.32 1.23 -0.08
C 2.15 -0.67 -5.11 -1.67
C 2.02 2.88 -0.86 -0.96
C -2.49 1.97 0.69 0.12
C 3.73 2.99 2.32 1.53
C 3.70 -5.04 -3.63 0.06
C 3.17 -1.81 6.12 0.37
C -1.61 3.74 -0.35 -1.23
C 3.96 4.48 2.56 -1.67
C 0.84 -1.36 5.96 0.39
C -4.18 2.66 3.19 -1.50
C -1.75 -2.56 -0.08 -1.09
C -2.74 -3.44 0.41 -0.19
C -5.56 2.21 1.12 -1.53
C -1.83 -2.15 -1.42 2.02
C -5.05 4.54 1.82 -2.20
C -3.85 -3.44 -1.74 -0.76
C 3.30 2.33 3.62 -2.32
C 3.05 3.22 -0.08 -0.81
C 0.68 -0.95 -4.79 1.58
C 5.03 2.31 1.85 -1.67
B -0.22 1.58 -0.50 0.05
H -1.86 2.40 -2.75 0.58
H 4.28 4.99 1.65 0.36
H -3.84 1.63 3.21 0.27
H 5.72 2.25 2.69 0.47
H 3.12 1.26 3.50 0.50
H -0.01 0.10 -6.58 0.48
H -2.03 -6.43 -1.67 0.37
H -5.07 2.77 3.80 0.49
H 4.81 1.30 1.50 0.35
H -1.40 1.00 -5.02 0.46
H 1.90 2.95 -1.93 0.64
H 1.04 -2.44 -3.25 -0.04
H 1.86 -1.69 7.81 0.42
H -3.14 5.16 0.32 0.53
H -4.33 5.22 2.27 0.46
H 0.26 -1.63 -6.76 0.44
H -5.94 4.53 2.44 0.47
H 0.86 -3.09 -4.89 0.59
H -0.89 4.29 -0.93 0.63
H -4.67 -3.77 -2.37 0.39
H -5.82 2.58 0.13 0.37
H -1.42 -5.49 -3.05 0.31
H 3.03 4.95 2.91 0.35
H -0.57 -2.53 -3.99 0.07
H 4.23 -1.88 4.25 0.45
H -2.67 -3.75 1.44 0.49
H -1.06 -4.99 -1.36 -0.34
H 2.26 0.33 -5.53 0.40
H -0.25 0.55 0.10 -0.95
H 4.12 2.47 4.33 0.62
H -1.07 -1.48 -1.79 -0.23
H -2.92 -2.25 -3.26 0.44
H -5.20 1.19 1.03 0.31
H 2.49 -1.40 -5.85 0.48
H -6.46 2.22 1.74 0.47
H -3.39 3.29 3.60 0.38
H 5.52 2.86 1.05 0.40
H 4.00 3.66 -0.33 0.50
H 2.76 -0.75 -4.22 0.25
H 4.73 4.62 3.33 0.44
H -5.33 4.91 0.83 0.45
H -4.53 -4.52 -0.01 0.39
H 2.40 2.77 4.04 0.41
H -1.18 -1.06 -5.92 0.44
```

**HOMO energy (alpha / beta)**: -3.23 / -4.72 eV
**ΔE to the lowest compared entry with this formula, charge and spin**: 0.905 eV
**Total charge**: -1
**HOMO-LUMO gap (alpha / beta)**: 4.966 / 4.656 eV
**LUMO level (alpha / beta)**: 1.7 / -0.1 eV
**Multiplicity**: 6



(4)
ORCA calculation (ωB97M-V with the def2-TZVPD basis set) on C19H37N4O5RuSSi as an isolated structure.

Geometry as XYZ:
```
68
Properties=species:S:1:pos:R:3:mulliken_charge:R:1
Ru -0.03 0.45 -0.19 0.38
S 1.94 3.15 -1.35 0.51
Si 0.19 -0.04 3.26 -0.03
O 0.57 2.43 -1.12 -0.49
O 2.29 0.38 -0.66 -0.45
O 6.00 -4.51 -0.13 -0.53
O 4.65 -6.20 0.05 -0.52
O 0.64 -1.55 0.37 0.42
N -1.89 1.82 -0.62 -0.12
N -1.80 -1.23 -0.85 -0.15
N -1.60 0.47 -3.49 0.10
N 4.91 -5.03 -0.02 0.97
C 1.47 4.75 -1.96 -1.07
C -0.47 0.96 1.76 -0.67
C -0.69 -1.68 3.34 -0.79
C 1.48 -3.71 0.63 -0.43
C 1.63 -2.32 0.25 0.02
C 3.97 -2.75 -0.28 -0.39
C 2.04 -0.22 3.13 -0.81
C 3.76 -4.10 0.08 -0.28
C -3.11 0.41 -3.31 0.29
C 3.16 -0.48 -0.60 -0.71
C -3.77 0.20 -0.42 -1.28
C 2.48 3.62 0.28 -0.73
C -3.24 -1.02 -1.17 0.10
C -3.50 -0.91 -2.67 -1.45
C 2.54 -4.58 0.53 -0.70
C -3.31 1.53 -0.99 0.15
C -3.57 1.61 -2.49 -1.45
C 2.93 -1.87 -0.21 0.73
C -0.28 1.07 4.67 -1.10
H -0.05 1.98 1.74 0.49
H -3.51 0.47 -4.32 0.31
H 2.35 -0.96 2.39 0.14
H -1.56 1.06 1.81 0.39
H 0.23 2.03 4.61 0.35
H -1.76 -1.51 0.14 0.14
H -4.58 -1.01 -2.81 0.49
H 2.36 5.37 -1.97 0.44
H -1.35 1.24 4.73 0.36
H -4.65 1.67 -2.63 0.49
H -1.91 2.24 0.31 0.39
H 1.71 4.22 0.76 0.34
H 2.53 0.73 2.91 0.30
H 0.03 0.60 5.61 0.36
H -1.45 -2.05 -1.33 0.19
H 0.70 5.17 -1.31 0.35
H -3.18 2.55 -2.91 0.43
H 2.45 -5.63 0.80 0.58
H -4.87 0.17 -0.45 0.47
H 2.68 2.71 0.84 0.05
H 4.19 -0.20 -0.85 0.45
H -1.27 -0.27 -4.12 0.45
H -0.36 -2.36 2.55 0.05
H -0.47 -2.16 4.29 0.44
H -3.07 -1.76 -3.21 0.42
H 2.43 -0.56 4.10 0.45
H 1.11 4.63 -2.98 0.39
H -1.51 2.57 -1.20 0.23
H -1.31 1.37 -3.89 0.44
H 4.96 -2.45 -0.59 0.62
H -1.78 -1.57 3.29 0.36
H 0.52 -4.04 0.99 0.53
H -3.51 0.13 0.64 0.40
H -3.93 2.32 -0.54 0.36
H 3.40 4.19 0.18 0.48
H -3.79 -1.90 -0.82 0.53
H -1.14 0.36 -2.58 -0.17
```

**HOMO energy (alpha / beta)**: -17.66 / -17.50 eV
**ΔE to the lowest compared entry with this formula, charge and spin**: 0.121 eV
**Total charge**: +3
**HOMO-LUMO gap (alpha / beta)**: 8.161 / 5.750 eV
**LUMO level (alpha / beta)**: -9.5 / -11.7 eV
**Multiplicity**: 5